93
Properties=species:S:1:pos:R:3:forces:R:3 method="wB97M-V/def2-TZVPD" homo_lumo_gap_ev=5.23 e_lumo_ev=-11.12 charge=+3 max_force_ha_per_bohr=0.0568 homo_ev=-16.35
Ta -0.00628 -0.30172 -0.01944 1.2594 2.5102 0.6037
N -0.11517 -2.70529 3.52349 0.0370 0.1994 -0.1431
C -0.76098 -3.65204 2.73344 -0.1538 -0.0152 -0.4642
C -1.17791 -4.95179 2.98343 0.0276 -0.0194 0.1207
C -1.81878 -5.60210 1.94786 0.0356 0.0564 0.0468
C -2.03879 -4.98161 0.70948 0.0090 -0.0273 -0.0707
C -1.61065 -3.69320 0.45865 0.0733 0.1068 0.0104
C -0.95846 -3.03149 1.49500 -0.0979 -0.5065 0.2527
N -0.42321 -1.73700 1.56494 -0.0097 -0.1079 -0.6375
C 0.06344 -1.59807 2.80267 0.0120 -0.2488 0.3800
C 0.65350 -0.35559 3.24014 0.2466 0.3130 0.5309
C 1.11304 -0.01823 4.47856 -0.0501 -0.0920 -0.1713
S 1.62165 1.60580 4.50749 -0.1406 -0.0165 -0.3973
C 1.20616 1.75917 2.86413 0.1123 0.3433 -0.0051
N 0.72316 0.67434 2.32080 -0.5182 -1.1438 -1.7458
H 0.15633 -2.84204 4.48678 0.0102 0.0504 0.0109
H -1.01319 -5.43368 3.93735 -0.0188 -0.0074 0.0099
H -2.16382 -6.61571 2.09382 -0.0164 -0.0082 0.0125
H -2.55983 -5.53399 -0.05983 0.0114 0.0252 -0.0376
H -1.79339 -3.22598 -0.50575 -0.0508 -0.0256 0.0178
H 1.18067 -0.63311 5.36178 -0.0315 0.0019 0.0415
H 1.31760 2.68720 2.32369 0.0684 0.0219 0.0024
N 0.94726 0.50603 -1.33911 -0.9502 -1.5909 2.2567
P 1.75439 1.01277 -2.68515 1.2380 1.0421 -2.3389
N 3.23918 0.31161 -2.67528 -1.0482 0.0666 0.5899
C 3.92302 0.04599 -1.39726 0.2635 0.0572 0.0812
C 5.05180 -0.97374 -1.60452 -0.1648 -0.1278 -0.1305
C 4.70948 -1.90575 -2.76561 0.1718 0.1662 0.0559
C 4.69205 -1.10553 -4.07431 -0.1419 -0.0233 0.0866
C 4.14843 0.31487 -3.82831 0.2819 -0.2541 -0.3898
N 1.68758 2.65618 -2.67111 -0.2917 -0.8771 0.6378
C 1.50230 3.44482 -1.45020 0.3133 0.1132 0.1370
C 2.84126 3.95740 -0.92174 -0.1650 0.1186 -0.1991
C 3.51910 4.80082 -2.00294 0.1561 -0.1978 0.0406
C 3.68487 3.99574 -3.29272 -0.2066 0.0432 0.1150
C 2.35195 3.40336 -3.75138 0.3125 0.1018 -0.2094
N 1.01177 0.55964 -4.07469 0.0553 0.0276 0.9605
C 1.08421 -0.84329 -4.53449 0.1903 -0.1508 -0.2891
C 0.37259 -0.97090 -5.87595 -0.1308 -0.0297 0.0591
C -1.13483 -0.70875 -5.72753 0.0663 0.0058 0.1320
C -1.39371 0.26374 -4.56857 0.2143 0.0402 -0.1458
C -0.24606 1.25790 -4.44620 -0.2330 0.0965 -0.2328
H 3.18104 -0.33648 -0.69189 0.1301 -0.0681 0.0077
H 4.34124 0.97050 -0.98067 -0.1052 0.0149 -0.0004
H 5.20193 -1.53219 -0.68119 0.0480 0.0411 0.0185
H 5.98741 -0.45777 -1.82529 0.0115 0.0146 0.0582
H 3.73155 -2.36245 -2.58601 0.0222 -0.0719 -0.0260
H 5.44685 -2.70404 -2.82602 -0.0923 -0.0781 -0.0225
H 4.09519 -1.62687 -4.82298 0.0634 -0.0029 -0.0308
H 5.70054 -1.02431 -4.48019 0.0017 0.0232 -0.0012
H 3.63542 0.69769 -4.70971 0.0052 0.0355 0.0417
H 4.98585 0.98378 -3.61187 -0.1292 0.1152 0.0176
H 0.98326 2.83671 -0.70645 -0.1096 0.1344 -0.0365
H 0.88246 4.30911 -1.71081 -0.1474 -0.1066 0.0617
H 3.47771 3.10484 -0.66175 0.0114 0.0133 0.0751
H 2.68172 4.55672 -0.02303 0.0015 -0.0321 0.0287
H 4.49393 5.13346 -1.64705 -0.0223 0.0948 -0.0526
H 2.91936 5.69299 -2.20046 0.0015 0.0292 0.0341
H 4.40573 3.19007 -3.12839 0.0233 -0.0111 -0.0348
H 4.07338 4.63425 -4.08618 0.0522 -0.0555 -0.0238
H 2.49823 2.73469 -4.60071 -0.0782 0.0880 -0.0452
H 1.67628 4.20471 -4.06633 -0.0404 -0.0730 -0.0012
H 0.61631 -1.52157 -3.80706 0.0265 0.0145 0.0200
H 2.12973 -1.12615 -4.63131 -0.0846 -0.0313 0.0599
H 0.55003 -1.96756 -6.27725 0.0553 0.0132 -0.0252
H 0.81115 -0.26045 -6.57868 0.0882 -0.0245 0.0118
H -1.66662 -1.64361 -5.54874 -0.0247 0.0012 -0.0458
H -1.52511 -0.28984 -6.65444 -0.0179 -0.0406 -0.0062
H -1.48773 -0.27379 -3.61800 -0.1052 0.0278 -0.0012
H -2.32004 0.81442 -4.72643 -0.0492 -0.0254 0.1020
H -0.47016 2.01129 -3.69693 0.0081 0.0531 -0.0334
H -0.09395 1.76216 -5.40470 0.0289 0.0309 0.0557
C -2.58465 3.96622 -2.23978 0.0298 -0.1577 0.0620
C -3.03645 2.77110 -1.41826 -0.0778 -0.0385 -0.0131
C -4.38933 2.28925 -1.91091 0.1252 -0.0387 0.0489
O -2.06924 1.67150 -1.71413 -0.1417 0.0827 -0.4451
B -1.57771 1.26798 -0.55604 -0.1763 -0.4200 0.2041
O -1.95472 1.88639 0.56610 -0.0467 0.1688 0.5181
C -2.92281 2.95840 0.16198 -0.0501 0.2600 -0.2027
C -2.30899 4.28299 0.57876 -0.0074 -0.1849 0.0349
C -4.20967 2.69489 0.91969 0.1459 -0.0799 0.0201
H -2.65349 3.71426 -3.29725 -0.0108 0.0016 -0.0123
H -1.55644 4.24654 -2.01874 0.0056 0.0532 0.0232
H -3.23608 4.81895 -2.05738 0.0151 0.0432 -0.0112
H -4.31466 2.06566 -2.97407 -0.0067 0.0102 -0.0121
H -5.13896 3.06911 -1.78670 -0.0405 -0.0235 0.0263
H -4.71898 1.38851 -1.39656 -0.0390 0.0218 0.0223
H -1.30329 4.40052 0.17628 -0.0118 0.0734 -0.0458
H -2.25883 4.33928 1.66501 0.0068 -0.0239 0.0173
H -2.93101 5.10669 0.23317 0.0339 0.0500 0.0074
H -4.54021 1.66387 0.80756 -0.0551 0.0245 -0.0544
H -4.99707 3.35815 0.56559 -0.0223 0.0141 0.0114
H -4.05682 2.88985 1.97980 0.0045 0.0022 0.0106

=====

113
Properties=species:S:1:pos:R:3:forces:R:3 method="wB97M-V/def2-TZVPD" homo_lumo_gap_ev=8.77 e_lumo_ev=-0.19 max_force_ha_per_bohr=0.1183 homo_ev=-8.96
C 3.64075 0.42571 -0.30595 0.5008 -0.9603 -0.4860
C 3.44290 -1.11221 -0.01049 0.8236 1.0719 -0.6902
O 2.57926 -1.34543 1.10780 -0.3135 -0.5906 -0.8047
C 1.21997 -1.34333 0.70468 -1.3084 0.0460 -0.1757
C 0.29793 -2.18781 1.66606 1.3222 1.0011 0.2767
O -1.04608 -1.80903 1.31817 -0.1522 -1.0693 -0.4233
C -1.97362 -2.84462 1.58600 -0.1140 0.0267 1.3802
C -3.37181 -2.63650 0.88547 -0.1404 0.5629 1.4829
S -4.10809 -4.31711 0.66704 -3.5369 -0.8288 -4.8771
O -5.55092 -4.14994 0.55816 1.3522 0.3470 1.6330
O -3.64782 -5.00923 -0.53459 1.3596 0.8104 1.9508
C -3.78041 -5.46960 2.09603 0.6841 -2.2501 2.6595
F -2.69443 -6.28083 1.87977 -1.1212 1.3997 -0.2195
F -3.57456 -4.85268 3.28980 -0.1585 -0.1547 -1.4061
F -4.83577 -6.31111 2.26969 1.0188 1.4632 -0.7967
C -4.41813 -1.93570 1.86438 -0.7842 1.7073 -0.0133
O -5.00864 -2.35950 2.80075 0.6299 -0.6635 -0.1059
O -4.65375 -0.61154 1.46872 1.5047 -2.1401 -0.4967
C -3.57395 -0.30954 0.52228 -1.1529 2.3687 0.5343
C -3.98469 1.04583 -0.12091 -0.4557 2.7388 -2.4999
C -3.59415 1.49115 -1.48485 -0.4088 0.4609 4.0798
C -4.04285 2.81554 -1.86840 0.4462 -1.8467 -1.0053
N -4.75545 3.73150 -1.18771 -0.1685 -1.7184 1.0251
C -5.15189 3.34495 0.05068 1.1383 -1.9203 0.0044
C -4.77861 2.05402 0.58217 0.1935 -0.7215 0.1765
C -3.46272 -1.60737 -0.34539 0.8141 -1.3035 1.4271
O -4.73747 -1.79600 -0.99968 0.8628 1.2663 1.1752
N -4.59298 -2.44483 -2.22062 -1.0509 -0.7198 -1.1144
O -5.60037 -2.38763 -2.80989 0.7027 -0.2434 0.2544
P -2.11300 -1.69409 -1.69779 1.1004 1.3695 -1.5464
O -1.01002 -0.47616 -1.28037 -0.8642 -0.9740 0.2090
Cl -1.02453 -3.46586 -1.55502 -0.4166 0.6636 0.6538
H 4.16442 0.96377 0.51976 -0.7233 -0.4419 -0.4648
H 2.68202 0.91133 -0.60670 0.7849 -0.3524 0.5230
H 4.32184 0.48835 -1.20348 -0.6574 0.0296 0.7788
H 3.05000 -1.56075 -0.96201 0.0767 0.0834 0.9345
H 4.44456 -1.59421 0.16773 -1.0430 0.4028 0.1850
H 1.06371 -1.75351 -0.33193 0.4276 0.2569 0.8890
H 0.79522 -0.29645 0.67262 0.4290 -0.9078 0.1701
H 0.49328 -3.28910 1.58337 -0.3336 0.8627 -0.2266
H 0.51976 -1.87797 2.72564 -0.2963 -0.3144 -0.8020
H -1.56352 -3.85947 1.34163 -0.2142 0.8299 -0.1779
H -2.15638 -2.84229 2.70239 -0.0298 -0.2295 -0.9983
H -2.73187 -0.04065 1.20718 0.0888 -0.8820 -1.1965
H -2.97192 0.82606 -2.16771 -0.6264 1.7771 2.2245
H -3.71567 3.13351 -2.93299 -1.4550 -1.3566 1.9057
H -5.73841 4.03582 0.70309 0.5371 -0.5685 -0.8633
H -5.11952 1.80802 1.61745 0.2782 0.2571 -1.0359
H -0.77005 0.01644 -2.08864 -0.1879 -0.4353 0.3242
Br 3.37481 3.70364 -0.26040 -0.0275 0.3347 -0.1512
C 2.62210 4.50315 -1.87178 -0.0186 0.0400 0.3473
C 1.50812 3.65964 -2.44052 0.0216 0.0678 -0.2544
Br 2.19976 2.09996 -3.38190 -0.0995 -0.0298 0.0442
H 3.44597 4.65317 -2.56548 -0.1120 -0.0701 -0.0231
H 2.23936 5.47283 -1.55329 -0.0462 -0.0699 -0.0754
H 0.95065 4.21896 -3.19184 0.0221 -0.0098 0.0692
H 0.81991 3.29242 -1.68216 0.0952 0.0779 0.0008
Br -2.52121 4.70839 -2.63331 1.7305 2.4901 -0.6667
C -2.15978 6.59799 -2.97040 0.3792 -0.1658 0.2424
C -3.29967 7.24185 -3.71371 0.1027 0.1177 -0.2719
Br -3.27927 6.75452 -5.60107 -0.0544 -0.0363 0.0343
H -1.21351 6.65496 -3.50475 -0.1195 0.1516 -0.0596
H -2.04089 7.04494 -1.98292 -0.0932 0.0200 -0.0672
H -3.20089 8.32753 -3.69924 0.0663 -0.0620 -0.0106
H -4.27548 6.96375 -3.32492 0.1322 -0.1052 -0.0195
Br -4.09458 0.49958 -3.81645 -0.9997 -0.9138 -3.4628
C -3.65266 1.47332 -5.45192 -0.1392 -0.0086 0.0465
C -4.87821 1.72209 -6.29287 0.0368 -0.0689 -0.3292
Br -5.42693 0.11109 -7.23799 -0.0388 0.0520 0.0913
H -2.88721 0.89741 -5.96691 -0.1198 0.0229 -0.0352
H -3.22420 2.41757 -5.11165 -0.0677 -0.0174 -0.0290
H -4.66379 2.45176 -7.07358 0.0400 -0.0120 0.0899
H -5.73493 2.05767 -5.71274 0.1202 -0.0340 0.0319
Br -4.94275 7.10523 -0.67545 -0.1256 0.0553 0.0545
C -5.12708 8.99393 -1.11946 0.1567 -0.2516 -0.0176
C -4.29922 9.85843 -0.20292 -0.1795 0.2868 0.0972
Br -5.13810 10.04619 1.54381 0.0986 -0.0573 -0.0369
H -6.18890 9.22547 -1.08522 0.0989 0.0533 0.0629
H -4.77405 9.07921 -2.14714 -0.0159 0.0699 0.0687
H -4.22823 10.87292 -0.59502 -0.0195 -0.0773 -0.0238
H -3.29824 9.46762 -0.03385 -0.1029 -0.0477 -0.0514
Br 5.86054 -4.76164 1.46011 -0.0558 0.0231 -0.0233
C 4.03809 -4.80572 2.14929 0.1949 -0.0607 0.1621
C 3.14174 -5.64251 1.27290 -0.2229 0.1255 -0.0082
Br 2.65436 -4.68360 -0.34942 0.0084 -0.0920 -0.0712
H 3.70760 -3.77237 2.24178 -0.0540 -0.0784 -0.0970
H 4.12095 -5.24682 3.14337 -0.0908 -0.0204 -0.0672
H 2.19803 -5.84806 1.77778 0.0918 0.0019 0.0333
H 3.59475 -6.58242 0.96407 0.0217 0.0845 0.0595
Br 2.90401 -8.67040 3.79388 0.0383 -0.0498 -0.0125
C 4.74684 -8.88662 4.39051 -0.1378 0.2328 0.1208
C 5.71880 -8.30860 3.39360 0.2059 -0.2218 -0.0683
Br 5.93609 -9.48203 1.85407 -0.0744 0.1414 0.0102
H 4.89865 -9.94759 4.57307 0.0261 0.0740 -0.0938
H 4.80280 -8.34773 5.33635 0.0413 -0.0086 -0.0792
H 6.71329 -8.22780 3.83167 -0.0847 0.0119 0.0218
H 5.41526 -7.33548 3.01173 0.0189 -0.0992 0.0587
Br 1.07789 2.01839 2.94862 0.0815 -0.0767 0.0249
C 2.06033 2.65864 4.50554 -0.3255 0.0658 -0.0657
C 2.97561 3.80112 4.14569 0.2475 -0.0395 0.1080
Br 4.56909 3.16574 3.22603 -0.0374 0.0315 -0.0416
H 2.58591 1.80308 4.92268 0.0439 0.0997 -0.0665
H 1.29501 2.98843 5.20809 0.0813 0.0333 -0.0382
H 3.34309 4.29492 5.04500 -0.0564 -0.0649 -0.0219
H 2.50742 4.53833 3.49718 -0.0313 -0.1239 0.0246
Br 10.12637 -4.44229 2.92444 0.0500 -0.0382 -0.0778
C 10.61077 -3.47807 1.30232 -0.0338 0.1389 0.2908
C 9.41275 -3.26189 0.41454 0.0450 -0.0575 -0.3051
Br 8.92936 -4.89264 -0.53371 -0.0331 0.0442 0.0740
H 11.40464 -4.04430 0.82146 -0.1209 0.0173 -0.0305
H 11.00800 -2.52367 1.64778 -0.0632 -0.0343 -0.0596
H 9.64125 -2.53617 -0.36572 0.0372 -0.0276 0.0776
H 8.52828 -2.93738 0.95893 0.1042 -0.0449 0.0347